24
Properties=species:S:1:pos:R:3:lowdin_charge:R:1 method="wB97M-V/def2-TZVPD" smiles=c1ccc2c(c1)Cc1ccccc1S2 fmax_ev_per_a=2.05 homo_energy_ev=-8.1 gap_ev=9.01 e_above_lowest_kj_mol=0.00 energy_ev=-24478.829
C 0.581 2.868 -2.098 -0.068
C -0.629 3.308 -1.599 -0.096
C -1.204 2.653 -0.512 -0.096
C -0.538 1.579 0.106 -0.460
C 0.696 1.145 -0.376 -0.245
C 1.247 1.775 -1.477 -0.023
C 1.423 0.032 0.345 -0.103
C 0.504 -1.127 0.649 -0.219
C 0.877 -2.459 0.402 -0.038
C 0.047 -3.506 0.745 -0.077
C -1.201 -3.252 1.339 -0.072
C -1.589 -1.937 1.556 -0.099
C -0.748 -0.871 1.230 -0.467
S -1.267 0.792 1.530 1.025
H 1.009 3.355 -2.926 0.084
H -1.144 4.128 -2.052 0.096
H -2.198 2.955 -0.100 0.114
H 2.174 1.395 -1.852 0.100
H 2.315 -0.323 -0.313 0.147
H 1.836 0.424 1.279 0.130
H 1.833 -2.603 -0.026 0.096
H 0.362 -4.520 0.616 0.095
H -1.828 -4.051 1.625 0.089
H -2.560 -1.760 1.909 0.085



96
Properties=species:S:1:pos:R:3:lowdin_charge:R:1 method="wB97M-V/def2-TZVPD" fmax_ev_per_a=1.80 charge=+1 homo_energy_ev=-10.8 gap_ev=7.67 energy_ev=-126224.907
Zr 0.078 -0.036 0.140 1.843
C -1.538 -2.836 0.945 -0.063
N -1.515 -1.396 1.297 -0.305
C -1.063 -1.247 2.718 -0.163
C 0.421 -1.636 2.941 -0.157
C 1.368 -0.447 3.090 -0.177
N 1.521 0.286 1.806 -0.081
C 2.535 1.076 1.697 -0.063
C 2.845 1.992 0.617 -0.134
C 3.855 2.932 0.883 -0.027
C 4.126 3.962 0.015 -0.065
C 3.360 4.071 -1.149 -0.036
C 2.388 3.137 -1.451 0.000
C 2.140 2.064 -0.602 -0.301
O 1.260 1.124 -0.951 -0.228
C -2.900 -0.849 1.175 -0.171
C -3.520 -0.991 -0.218 -0.134
C -2.883 -0.193 -1.359 -0.150
N -1.431 -0.411 -1.463 -0.045
C -0.912 -0.677 -2.603 -0.032
C 0.480 -1.120 -2.868 -0.155
C 1.406 -1.759 -4.798 -0.117
C 2.744 -2.379 -5.054 -0.018
C 3.419 -2.972 -4.075 -0.013
C 2.870 -3.023 -2.684 -0.111
C 1.291 -1.817 -1.719 -0.314
O 0.717 -1.763 -0.434 -0.292
H -2.350 -3.330 1.487 0.110
H -0.597 -3.311 1.199 0.082
H -1.676 -2.963 -0.123 0.075
H -1.700 -1.864 3.352 0.129
H -1.222 -0.208 3.010 0.127
H 0.787 -2.249 2.117 0.091
H 0.497 -2.248 3.837 0.125
H 2.340 -0.788 3.439 0.125
H 0.973 0.247 3.831 0.131
H 3.227 1.117 2.538 0.141
H 4.410 2.844 1.812 0.120
H 4.901 4.684 0.236 0.111
H 3.535 4.895 -1.832 0.117
H 1.816 3.205 -2.369 0.113
H -2.888 0.191 1.491 0.095
H -3.534 -1.388 1.885 0.133
H -4.549 -0.638 -0.131 0.130
H -3.587 -2.042 -0.497 0.107
H -3.059 0.871 -1.204 0.107
H -3.358 -0.463 -2.301 0.127
H -1.583 -0.729 -3.459 0.139
H 0.859 -1.660 -5.738 0.144
H 3.155 -2.328 -6.059 0.114
H 4.393 -3.411 -4.266 0.114
H 3.361 -3.814 -2.113 0.146
C 0.497 0.653 -4.697 -0.013
C 1.336 -0.397 -3.969 -0.262
C 2.699 0.120 -3.536 -0.167
C 3.257 1.197 -4.434 -0.023
C 3.386 -0.458 -2.546 -0.160
C 4.786 -0.054 -2.147 -0.014
C 2.842 -1.677 -1.823 -0.262
C 3.486 -1.929 -0.466 -0.014
C 1.330 -3.131 -2.554 -0.261
C 0.798 -4.423 -1.979 0.008
C 0.542 -2.454 -3.714 -0.254
C -0.702 -3.158 -4.215 -0.004
H 0.999 1.012 -5.595 0.090
H 0.297 1.511 -4.043 0.084
H -0.461 0.238 -5.020 0.089
H 2.678 2.124 -4.379 0.075
H 3.228 0.864 -5.477 0.096
H 4.289 1.443 -4.212 0.068
H 5.479 -0.892 -2.280 0.096
H 4.830 0.230 -1.091 0.077
H 5.173 0.784 -2.717 0.066
H 4.528 -2.224 -0.589 0.096
H 2.967 -2.735 0.055 0.092
H 3.457 -1.042 0.171 0.069
H 1.298 -4.638 -1.030 0.091
H 0.987 -5.263 -2.655 0.099
H -0.277 -4.379 -1.783 0.075
H -0.439 -4.143 -4.608 0.102
H -1.175 -2.597 -5.025 0.089
H -1.447 -3.308 -3.428 0.083
Br -3.513 5.297 -4.497 0.777
C -3.017 4.430 -2.901 -0.688
C -1.825 3.724 -2.858 -0.113
C -1.468 3.077 -1.685 -0.027
C -2.294 3.137 -0.569 -0.157
C -3.484 3.853 -0.628 0.001
C -3.851 4.506 -1.794 -0.100
C -1.983 2.394 0.688 -0.537
O -2.742 2.414 1.625 0.094
O -0.876 1.644 0.681 -0.220
H -1.187 3.686 -3.734 0.098
H -0.544 2.521 -1.640 0.083
H -4.114 3.892 0.251 0.127
H -4.775 5.066 -1.846 0.108



18
Properties=species:S:1:pos:R:3:lowdin_charge:R:1 method="wB97M-V/def2-TZVPD" fmax_ev_per_a=6.42 charge=-1 homo_energy_ev="-2.8 / -2.8" gap_ev="6.03 / 6.08" e_above_lowest_kj_mol=523.43 energy_ev=-28527.578
C 1.132 1.526 1.595 -0.251
C 0.020 -2.380 -0.374 -0.233
C 0.922 0.570 0.468 -0.441
C -0.895 -1.251 -0.598 -0.486
O -1.931 1.938 -3.009 -0.754
O -1.696 1.134 0.305 -0.649
P -0.835 -0.020 0.731 0.582
S -1.059 2.277 -1.847 0.689
H 1.433 0.851 2.374 0.043
H 1.730 2.417 1.337 0.059
H 0.184 2.033 2.020 0.073
H 1.161 -1.997 -0.224 0.096
H -0.034 -2.726 0.681 0.056
H 0.106 -3.151 -1.041 0.013
H 1.675 -0.101 0.406 0.002
H 0.777 1.223 -0.545 0.044
H -1.941 -1.556 -0.611 0.055
H -0.749 -0.787 -1.669 0.104



7
Properties=species:S:1:pos:R:3:lowdin_charge:R:1 method="wB97M-V/def2-TZVPD" fmax_ev_per_a=5.10 charge=+2 homo_energy_ev="-20.6 / -18.9" gap_ev="8.48 / 6.08" e_above_lowest_kj_mol=130.06 energy_ev=-13036.630
C -0.116 -0.649 -2.024 0.390
C -0.768 -0.824 -0.998 -0.105
O -0.984 -0.757 0.253 -0.401
C 0.859 1.296 2.053 -0.109
O 1.640 1.967 1.592 0.253
H 0.330 -0.800 -2.989 0.120
Bi -0.961 -0.233 2.113 1.852